# 1
{"formula": "C9H11N3OS", "method": "ωB97M-V/def2-TZVPD", "de_lowest_ev": 3.814, "total_energy_ev": -26859.9695, "homo_lumo_gap_ev": 8.52, "spin_multiplicity": 1, "smiles": "CO[C@]1(n2cnc(=S)[nH]2)C=CC=CC1", "largest_force_ev_per_a": 5.37, "homo_ha": -0.301, "symbols": ["C", "O", "C", "N", "C", "N", "C", "S", "N", "C", "C", "C", "C", "C", "H", "H", "H", "H", "H", "H", "H", "H", "H", "H", "H"], "positions_angstrom": [[0.339, 2.718, -0.467], [-0.173, 1.821, 0.510], [-0.267, 0.445, 0.231], [0.970, -0.048, -0.250], [1.267, -1.136, -0.970], [2.479, -1.560, -0.877], [3.078, -0.771, 0.091], [4.623, -0.645, 0.500], [2.091, 0.107, 0.564], [-1.478, 0.121, -1.140], [-2.201, -0.985, -1.063], [-2.258, -1.828, 0.215], [-1.593, -1.462, 1.334], [-0.939, -0.157, 1.514], [0.609, 3.652, 0.062], [-0.449, 3.198, -1.208], [1.265, 2.273, -1.119], [0.613, -1.623, -1.647], [2.245, 1.039, 0.875], [-1.329, 0.669, -2.087], [-2.778, -1.188, -2.000], [-2.678, -2.803, 0.291], [-1.504, -1.961, 2.293], [-1.808, 0.391, 1.944], [-0.124, -0.267, 2.404]]}

---

# 2
{"formula": "C15H22N2O6S", "method": "ωB97M-V/def2-TZVPD", "de_lowest_ev": 0.000, "total_energy_ev": -42012.7560, "homo_lumo_gap_ev": 9.71, "spin_multiplicity": 1, "smiles": "CCOC(=O)C1CCN(S(=O)(=O)c2cc(C(=O)OC)n(C)c2)CC1", "largest_force_ev_per_a": 0.97, "homo_ha": -0.338, "symbols": ["C", "C", "O", "C", "O", "C", "C", "C", "N", "S", "O", "O", "C", "C", "C", "C", "O", "O", "C", "N", "C", "C", "C", "C", "H", "H", "H", "H", "H", "H", "H", "H", "H", "H", "H", "H", "H", "H", "H", "H", "H", "H", "H", "H", "H", "H"], "positions_angstrom": [[2.572, 4.218, -2.271], [1.372, 4.158, -1.338], [0.659, 2.929, -1.486], [-0.231, 2.856, -2.478], [-0.488, 3.765, -3.223], [-0.875, 1.482, -2.543], [-1.550, 1.133, -1.211], [-2.126, -0.280, -1.280], [-1.065, -1.201, -1.603], [-1.289, -2.766, -1.086], [-2.666, -3.168, -1.174], [-0.297, -3.582, -1.721], [-0.898, -2.565, 0.629], [0.165, -1.829, 1.158], [0.084, -1.941, 2.537], [0.951, -1.352, 3.551], [0.834, -1.491, 4.748], [1.922, -0.613, 2.989], [2.829, 0.000, 3.892], [-0.999, -2.727, 2.839], [-1.428, -3.098, 4.159], [-1.593, -3.103, 1.694], [-0.459, -0.961, -2.890], [0.184, 0.424, -2.878], [2.237, 4.207, -3.305], [3.225, 3.366, -2.101], [3.128, 5.134, -2.092], [1.684, 4.181, -0.291], [0.690, 4.990, -1.543], [-1.626, 1.513, -3.339], [-2.347, 1.846, -0.994], [-0.809, 1.179, -0.413], [-2.929, -0.329, -2.029], [-2.539, -0.582, -0.316], [0.902, -1.283, 0.606], [2.300, 0.695, 4.549], [3.554, 0.530, 3.281], [3.323, -0.754, 4.508], [-1.646, -2.208, 4.751], [-0.641, -3.650, 4.673], [-2.320, -3.716, 4.084], [-2.467, -3.722, 1.669], [-1.206, -1.019, -3.696], [0.283, -1.745, -3.043], [0.966, 0.452, -2.119], [0.630, 0.632, -3.852]]}

---

# 3
{"formula": "C24H24N6OS2", "method": "ωB97M-V/def2-TZVPD", "de_lowest_ev": 0.306, "total_energy_ev": -57936.8180, "homo_lumo_gap_ev": 8.50, "spin_multiplicity": 1, "smiles": "N#C/C(=C(/O)CSc1nnc(Cc2cccs2)n1C1CCCCC1)c1nc2ccccc2[nH]1", "largest_force_ev_per_a": 1.11, "homo_ha": -0.294, "symbols": ["N", "C", "C", "C", "O", "C", "S", "C", "N", "N", "C", "C", "C", "C", "C", "C", "S", "N", "C", "C", "C", "C", "C", "C", "C", "N", "C", "C", "C", "C", "C", "C", "N", "H", "H", "H", "H", "H", "H", "H", "H", "H", "H", "H", "H", "H", "H", "H", "H", "H", "H", "H", "H", "H", "H", "H", "H"], "positions_angstrom": [[-0.112, -2.950, 1.480], [0.480, -2.594, 0.559], [1.303, -2.118, -0.470], [0.953, -2.098, -1.797], [1.755, -1.637, -2.728], [-0.314, -2.671, -2.352], [-1.810, -2.359, -1.363], [-1.528, -0.693, -0.966], [-0.527, -0.002, -1.441], [-0.583, 1.219, -0.891], [-1.610, 1.262, -0.094], [-2.019, 2.446, 0.714], [-1.122, 3.602, 0.421], [0.026, 3.960, 1.054], [0.642, 5.094, 0.478], [-0.046, 5.577, -0.585], [-1.460, 4.656, -0.909], [-2.267, 0.056, -0.096], [-3.430, -0.327, 0.676], [-3.071, -1.398, 1.707], [-4.300, -1.752, 2.537], [-5.432, -2.232, 1.635], [-5.785, -1.162, 0.607], [-4.562, -0.809, -0.233], [2.562, -1.539, -0.058], [3.450, -1.056, -0.899], [4.488, -0.595, -0.131], [5.684, 0.010, -0.499], [6.553, 0.366, 0.511], [6.255, 0.133, 1.855], [5.072, -0.466, 2.241], [4.194, -0.826, 1.233], [2.961, -1.430, 1.243], [2.579, -1.250, -2.290], [-0.255, -3.760, -2.415], [-0.464, -2.255, -3.349], [-3.055, 2.707, 0.474], [-1.961, 2.195, 1.779], [0.421, 3.435, 1.904], [1.557, 5.526, 0.844], [0.185, 6.420, -1.205], [-3.763, 0.575, 1.203], [-2.705, -2.289, 1.195], [-2.268, -1.035, 2.352], [-4.038, -2.530, 3.255], [-4.629, -0.874, 3.099], [-6.311, -2.472, 2.236], [-5.119, -3.140, 1.116], [-6.584, -1.518, -0.046], [-6.147, -0.267, 1.121], [-4.230, -1.693, -0.780], [-4.808, -0.031, -0.959], [5.912, 0.190, -1.537], [7.492, 0.838, 0.261], [6.968, 0.430, 2.610], [4.841, -0.646, 3.280], [2.435, -1.733, 2.046]]}